Record 1
{"formula": "C4H9N2O", "method": "wB97M-V/def2-TZVPD", "charge": 1, "energy_ha": -342.2634, "smiles": "C[C@]1([NH3+])CC(=O)N1", "species": ["O", "N", "N", "C", "C", "C", "C", "H", "H", "H", "H", "H", "H", "H", "H", "H"], "coordinates": [[2.5402, 2.1589, 1.2682], [1.4950, 0.5571, -0.1596], [0.0797, -1.1152, 0.8611], [0.1557, 1.4950, 1.0790], [1.6502, 1.5240, 0.8007], [-0.6473, 0.1885, -1.2030], [0.1293, 0.2020, -0.0103], [0.8004, -0.9553, 1.4763], [2.2121, 0.1055, -0.7997], [-0.6754, 1.1863, -1.7394], [-1.6796, -0.2139, -1.2182], [-0.4172, 2.3301, 0.5525], [-0.9362, -1.2640, 1.3304], [-0.1195, 1.3465, 2.1361], [-0.1484, -0.3602, -2.1078], [0.3455, -1.9913, 0.4506]], "forces_ev_per_a": [[0.144, -0.489, -0.512], [2.862, -2.081, -2.266], [-4.900, 0.160, -0.699], [-1.847, -0.216, -1.280], [-0.861, 0.858, 0.664], [-1.387, -0.330, -5.356], [1.906, 1.787, 3.470], [1.701, 0.514, 2.765], [-1.184, 0.905, 0.997], [-0.122, -0.673, 1.318], [0.535, 0.331, 0.603], [0.813, -0.940, 1.110], [3.117, 0.485, -1.031], [-0.219, 0.039, -0.550], [-0.433, 0.276, 1.903], [-0.124, -0.629, -1.138]], "mulliken_charge": [-0.49, -0.16, -0.29, -0.60, 0.39, -1.47, 0.64, 0.35, 0.24, 0.36, 0.37, 0.29, 0.41, 0.32, 0.33, 0.31]}

Record 2
{"formula": "C5H8N3", "method": "wB97M-V/def2-TZVPD", "charge": 1, "energy_ha": -359.2028, "smiles": "CCC1=CN=NC1=[NH2+]", "species": ["N", "N", "N", "C", "C", "C", "C", "C", "H", "H", "H", "H", "H", "H", "H", "H"], "coordinates": [[-0.5531, -1.6618, 1.9200], [-0.9913, -2.3069, 0.9291], [-1.2046, -1.7169, -1.4019], [-0.7524, -1.5340, -0.1566], [0.1050, -0.4843, 1.6486], [0.3979, 0.8014, -0.6191], [0.0226, -0.2539, 0.3054], [0.8623, 2.0262, 0.2264], [-0.9908, -0.9153, -2.0733], [1.5536, 1.8384, 1.0281], [1.1859, 0.3559, -1.3058], [0.2168, 2.8701, 0.5187], [-0.4130, 1.2121, -1.2638], [0.7016, -0.1832, 2.4440], [-1.7363, -2.4989, -1.6927], [1.5957, 2.4511, -0.5071]], "forces_ev_per_a": [[-1.175, -2.400, 1.027], [-0.748, -1.443, 0.833], [2.391, 3.125, 2.632], [-0.198, 1.995, -3.421], [0.368, 0.261, -3.664], [0.280, 1.141, 0.543], [-1.322, -1.363, 0.803], [2.438, 1.088, -2.433], [-0.539, -1.673, 0.962], [-0.116, -0.731, 0.640], [-0.546, 0.896, 0.732], [-0.433, -0.977, -0.360], [0.176, -0.798, 0.316], [0.678, 1.463, 1.008], [-0.642, -1.067, -0.256], [-0.612, 0.483, 0.637]], "mulliken_charge": [-0.11, -0.37, -0.20, 0.41, -0.64, -0.39, 0.74, -1.35, 0.29, 0.38, 0.40, 0.35, 0.40, 0.46, 0.29, 0.34]}

Molar mass for every record listed, in sequence, given in g/mol: 101.129 110.140.
HOMO-LUMO gap for every record listed, in sequence, given in eV: 10.30 7.40.
ΔE to the lowest compared entry with this formula, charge and spin for every record listed, in sequence, given in kJ/mol: 246.57 399.05.